92
Properties=species:S:1:pos:R:3:mulliken_spin:R:1 method="wB97M-V/def2-TZVPD" e_homo_ev="-5.27 / -7.76" multiplicity=6 homo_lumo_gap_ev="4.38 / 4.82" s_squared=8.798
C -4.2063 -0.6774 1.0088 0.10
C -0.9446 -2.0022 4.3317 0.04
N 2.0794 0.0328 1.5736 0.15
C -4.2040 0.7009 1.0755 0.12
C -4.3492 3.7692 0.2756 0.05
C -3.5324 -4.4978 1.9485 0.07
C 5.4493 5.5260 1.5323 0.01
H -1.2365 -5.0139 0.9478 0.02
H 5.5133 -5.5231 0.0770 0.00
H -2.8410 -4.4709 2.7829 0.00
C 2.4919 2.4556 1.3836 0.00
C -1.0718 -2.8388 1.1585 0.11
H -2.7651 4.1457 3.2323 0.00
H 1.4014 5.0168 0.8964 0.01
N -2.0406 -0.0018 1.1360 0.13
N 0.0423 2.0132 1.2459 0.13
C -2.8660 -1.0961 1.0428 0.22
Cl -6.6054 -6.7537 0.7651 0.00
H -1.8973 0.1507 5.5707 0.00
H -5.0698 -1.3211 0.9683 0.01
H 5.1049 1.3856 1.7598 0.00
C 1.2943 -1.0405 4.9632 0.01
H -1.2982 5.0124 0.8402 0.01
C -0.1778 0.2827 3.4468 0.74
Ir 0.0062 0.0112 1.4766 0.77
C 2.9006 -1.0568 1.7208 0.12
N 0.0186 -1.9822 1.3640 0.13
H -5.0602 1.3557 1.0690 0.01
C -0.8257 0.0377 5.7489 0.02
C -5.2950 4.7775 0.3921 0.00
C 4.8642 -4.8236 3.3280 0.01
C -4.3657 -3.5604 -0.0882 0.08
H -4.5510 -6.2505 2.6644 0.00
H 1.8607 -0.1305 5.1810 0.00
H -6.0413 -4.5770 -0.9746 0.00
C -3.4319 3.5255 1.2930 0.06
C -3.4498 -3.5125 0.9623 0.12
H -4.3145 3.1705 -0.6266 0.00
C 5.4380 4.6463 0.4638 0.00
C -0.6235 -4.1450 1.1258 0.21
C -5.3285 5.5446 1.5424 0.01
H 1.3085 -1.6804 5.8512 0.00
H 5.0937 -1.3017 1.9523 0.01
H 4.5431 6.1147 3.3821 0.00
C -5.3349 -4.5495 -0.1549 -0.02
C -5.3936 -5.5109 0.8402 0.03
C 4.5156 5.4226 2.5507 0.00
C 3.5175 -3.4386 1.8745 0.12
C -0.1583 -0.7112 4.5776 0.20
H 6.1713 4.7461 -0.3255 0.00
C 1.1501 -2.8104 1.4779 0.05
Cl 6.6508 6.7784 1.5979 0.00
C -2.8629 1.1079 1.1348 0.11
H 2.8192 4.3353 3.2795 0.00
C 2.4817 -2.3842 1.6957 -0.01
C 2.9102 1.1308 1.5502 0.20
H 0.2544 1.2497 3.6957 -0.03
H 3.4677 -3.3516 4.0172 0.00
H 1.7959 -1.5630 4.1480 0.01
H -1.2078 -2.4539 5.2922 0.00
C -4.4243 5.3272 2.5691 0.00
H -0.6821 -0.5307 6.6712 0.00
C -2.4188 2.4441 1.1930 0.07
C 0.7657 -4.1273 1.3418 0.18
H 1.4313 -4.9746 1.3995 0.01
C -2.4280 -2.4457 1.0417 -0.06
Cl 6.6142 -6.6769 2.4280 0.00
C 3.5547 4.4254 2.4885 0.03
H -0.3615 -2.7329 3.7691 0.00
C 5.0562 -5.0477 0.9350 0.01
H -1.8709 -1.7957 3.7883 0.01
C 5.4265 -5.4266 2.2150 0.00
H -0.3950 1.0329 5.8897 0.00
C 4.4774 3.6462 0.4185 0.03
Cl -6.5211 6.7982 1.7021 0.00
H -5.9987 4.9706 -0.4067 0.00
C -4.4954 -5.4928 1.8944 -0.02
C 1.1625 2.8505 1.2052 0.06
C -3.4776 4.3238 2.4354 0.05
C 4.2505 -0.6398 1.8324 0.08
C 3.9109 -3.8302 3.1509 0.03
H 5.1682 -5.1296 4.3210 0.00
C 4.2545 0.7233 1.7299 0.00
C -1.0652 2.8445 1.1472 0.08
H -4.3060 -2.8203 -0.8780 0.00
C 4.0996 -4.0556 0.7724 0.04
C -0.6421 4.1683 0.9827 0.10
C 3.5254 3.5242 1.4254 0.05
H -4.4656 5.9345 3.4628 0.00
H 4.4621 2.9543 -0.4159 0.00
H 3.8034 -3.7532 -0.2260 0.00
C 0.7436 4.1688 1.0121 0.10

54
Properties=species:S:1:pos:R:3:mulliken_spin:R:1 method="wB97M-V/def2-TZVPD" e_homo_ev="-7.36 / -8.63" multiplicity=3 e_above_lowest_kcal_mol=32.1 homo_lumo_gap_ev="6.56 / 7.68" s_squared=2.008
H 1.3601 -3.2120 -3.7698 0.00
C -2.9361 0.5751 -3.6443 0.00
O 2.3173 -1.1662 3.5409 0.01
N 6.0418 -1.1825 -2.2232 0.01
H 1.1978 -4.9691 -0.4307 0.00
H -0.1473 2.3945 5.0311 0.00
H 1.1007 -1.6012 -3.0929 0.00
C 1.4469 -0.6313 2.9194 0.00
N 4.0128 0.2453 -2.4216 0.03
H 1.3779 -5.2626 -2.1699 0.00
O 0.6976 -2.4342 -0.5730 0.04
C 1.2911 -3.1810 -1.6247 0.01
H -2.5688 0.8077 1.9775 0.00
C 0.3000 0.1149 3.5872 0.00
H -1.6752 -0.7090 4.1078 0.00
C 0.8964 -4.6322 -1.4215 0.00
C -1.1484 -0.3473 3.2249 -0.01
H -0.6223 4.2113 -2.0539 0.00
C -0.4871 2.4772 4.0004 0.00
C -0.8357 3.1572 -1.9761 -0.01
C -1.1217 -1.4832 2.2007 0.02
H -3.4984 1.3327 -4.1829 0.00
N -2.0267 1.2377 -2.7130 0.00
H -2.5970 2.7784 3.4643 0.00
H 1.4267 2.1007 0.2067 0.01
C -1.3264 0.4619 -1.8309 0.05
C -1.7640 2.5735 -2.7676 0.01
O -0.5990 1.4675 1.9200 0.01
W 0.2831 -0.7311 0.0791 1.72
H 2.3792 -3.0836 -1.5283 0.00
H -0.1856 -4.7384 -1.5109 0.00
O -1.3842 -0.7677 -1.8011 0.00
C 0.8508 -2.6561 -2.9813 0.01
O -1.5622 -1.1294 1.0023 0.03
C 3.0000 0.0111 -1.6832 0.07
O -0.6182 -2.5516 2.4616 0.03
O 1.5126 -0.4902 1.5770 0.02
H -2.3600 1.5090 4.6622 0.00
C -0.1330 2.3312 -1.0530 0.00
C -1.7334 0.9454 2.6544 0.01
N 0.8687 2.7715 -0.3037 0.02
H -2.3300 3.1336 -3.4973 0.00
C -1.9319 1.9744 3.7751 0.00
C 5.0840 -0.5396 -2.2757 0.00
N 1.9939 -0.0722 -1.0894 -0.11
H 1.2250 3.7022 -0.4281 0.00
H 0.4788 0.0781 4.6588 0.00
H -3.6169 -0.0638 -3.0872 0.00
C 0.2849 1.5647 3.0517 0.00
H 1.2579 1.9306 2.7307 0.00
N -0.4973 1.0538 -0.9364 0.02
H -0.2257 -2.7818 -3.1018 0.00
H -2.3748 -0.0390 -4.3461 0.00
H -0.3787 3.5148 3.6855 0.00

16
Properties=species:S:1:pos:R:3:lowdin_charge:R:1 method="wB97M-V/def2-TZVPD" smiles=OCCCS.O e_homo_ev=-9.28 multiplicity=1 e_above_lowest_kcal_mol=1.2 homo_lumo_gap_ev=10.04
H -0.4153 -0.0545 0.7265 0.06
O -1.7057 0.9423 -1.2101 -0.06
C 0.7072 0.5250 -0.9670 -0.26
C -0.4275 1.4869 -1.3530 -0.28
H -1.8556 0.1953 -1.7920 0.09
H 1.6269 1.0330 -1.2374 0.11
S 1.5612 -1.3641 0.9581 0.72
H 2.3621 -1.3996 -0.1073 -0.15
O -1.1567 -1.8119 2.9427 -0.07
H 0.9841 0.9431 1.1293 0.08
H 0.6375 -0.3380 -1.5915 0.09
C 0.6287 0.1304 0.4946 -0.56
H -1.8966 -2.3865 2.7258 0.04
H -0.3824 2.3472 -0.6850 0.12
H -0.4288 -2.0482 2.3532 -0.05
H -0.2391 1.7997 -2.3868 0.12

158
Properties=species:S:1:pos:R:3:mulliken_spin:R:1 method="wB97M-V/def2-TZVPD" e_homo_ev="-9.96 / -9.96" multiplicity=2 homo_lumo_gap_ev="7.94 / 4.12" s_squared=0.755 charge=+1
H -2.3211 0.0320 -1.9062 0.00
H 2.4915 -4.7419 -2.8831 0.00
N -0.6306 -0.6658 2.1862 0.00
C 1.8238 3.4818 -0.1137 0.07
H -3.0452 1.6334 5.2589 0.00
H -2.2974 -2.4200 4.5402 0.00
C -0.2919 -4.5475 1.0009 0.00
C 2.9301 4.4510 3.4778 -0.05
H -1.2260 0.0907 2.4916 0.00
C -1.4790 4.0704 -2.9456 0.00
H -3.2717 2.2173 1.0373 0.00
C 0.2465 -0.1847 1.3582 -0.01
H 5.1641 4.4817 0.5891 0.00
C 0.9676 -4.2742 1.7915 0.00
H -2.1784 -4.0761 4.8223 0.00
H 0.6944 -3.4975 -6.8422 0.00
C 2.9106 4.2513 0.7535 -0.03
H -1.9991 -3.5140 -4.0349 0.00
H -5.2169 -1.4912 2.2566 0.00
C 1.2314 -4.2559 -4.7694 0.00
C -2.3552 -3.1417 5.3550 0.00
H 4.1493 6.6117 1.9482 0.00
H 0.2734 -3.1155 -1.9586 0.00
H 1.7444 6.1504 0.4947 0.00
H -5.2725 -2.7442 0.3268 0.00
H 2.3823 -3.1827 -6.2578 0.00
H -1.0329 -5.0760 1.6007 0.00
O 2.9499 2.3261 2.2772 0.08
C -1.9938 5.1552 0.7687 0.01
O 0.7720 0.8622 1.6020 0.00
C -2.5132 4.5498 -0.5582 0.00
O 1.4868 0.0704 -2.2062 0.00
H -2.3146 4.3479 -3.5882 0.00
H -1.7137 6.2030 0.6605 0.00
O 5.4437 -1.0283 -0.5752 0.00
H 5.1206 4.6512 3.1388 0.00
H 0.5811 -2.1974 -4.8951 0.00
H -1.6043 2.6619 5.4884 0.00
H 3.4750 -4.5894 -4.2308 0.00
C 0.7870 -2.9232 -4.1084 0.00
H 0.6553 0.4537 -2.4951 0.00
C 4.0502 -1.4118 -0.2565 0.00
C -4.6186 -2.4022 2.2723 0.00
O 0.3198 -6.2752 -5.6249 0.00
H 0.5364 -6.8346 -2.8509 0.00
H 2.6582 7.6236 2.0611 0.00
H -4.0255 -1.6509 0.4038 0.00
H -3.7845 6.3700 -1.0377 0.00
H 4.5400 2.9105 0.1126 0.00
H -0.4462 4.6616 -1.1869 0.00
O -1.0208 -1.7216 6.7431 0.00
C -1.3888 -3.9264 -3.2313 0.00
H 3.8890 -1.7020 0.7818 0.00
N 0.0758 -5.1066 -4.8688 0.00
O -3.7050 2.7879 0.3984 0.00
O -2.8817 1.2478 2.5804 0.00
H -0.5832 4.3060 -3.5202 0.00
H 0.8635 3.6177 0.3837 -0.02
H -2.6392 -6.1338 -3.1446 0.00
C 2.4633 -4.8933 -3.9622 0.00
C -1.4071 4.9229 -1.6301 0.00
O -1.2818 0.7342 5.1259 0.00
C -4.2837 -2.6430 0.7742 0.00
C -2.3842 0.7796 -1.1155 0.00
H -0.4311 2.4468 -2.0731 0.00
H 1.8059 3.8912 -1.1237 0.00
O -5.5151 -3.4103 2.7242 0.00
C 3.5349 -2.4587 -1.2221 0.00
O 1.2498 1.4096 -4.7544 0.00
C 2.3163 1.6809 -3.9118 0.00
H 2.0604 2.0079 2.1064 0.04
H 2.3439 -5.5493 2.6034 0.00
H -4.8427 2.1072 -1.8128 0.00
H 2.8725 6.4638 4.1069 0.00
H -0.7975 -6.6232 -1.7330 0.00
C 4.4428 4.4308 3.9634 0.06
H -2.5919 4.8613 1.6313 0.00
C -3.8846 5.2886 -0.9454 0.00
O 4.2713 -3.6714 -1.3068 0.00
H 5.5996 -0.4029 0.1363 0.00
H 4.4506 5.1303 4.7994 0.00
H 4.5350 3.4314 4.3887 0.00
H 1.6804 -2.5056 -3.6441 0.00
H 3.3951 -0.5444 -0.3378 0.00
H -1.0668 -1.1138 6.0014 0.00
H 2.7252 -0.5084 -3.6552 0.00
C -0.1112 -6.0888 -2.3899 0.00
H 5.1734 -3.4036 -1.4965 0.00
H -3.4671 -2.4367 6.6553 0.00
H -2.0643 -4.1252 -2.3993 0.00
H -1.9531 -3.6849 0.4047 0.00
C 3.0678 6.6137 2.0840 -0.01
H -4.0344 1.3180 -3.1743 0.00
H -0.5857 -1.9622 -2.6550 0.00
H -1.0362 2.0726 2.9274 0.00
H 1.3957 6.2366 3.1238 0.00
O -3.5471 -3.7189 0.4105 0.00
H -1.7319 5.9032 -1.9788 0.00
H 0.8878 3.9043 4.0405 0.00
C -3.9399 2.1026 -2.4236 0.00
C -2.6049 2.2224 -1.6146 0.00
H -3.7811 1.4044 2.8773 0.00
H -0.9464 -3.8113 6.9124 0.00
H 0.7440 -6.9005 -5.0328 0.00
H 1.0946 -0.7483 -0.4307 0.00
H 3.4793 0.4651 -2.5270 0.00
H 3.3172 6.1417 -0.0067 0.00
H -1.9845 -7.1987 -4.3337 0.00
C -1.4218 2.6198 -2.4934 0.00
H 3.3026 -2.1158 -2.2303 0.00
H -3.6495 -2.4709 2.7665 0.00
H -1.0670 4.6327 1.0058 0.00
C -2.0447 -6.1458 -4.0582 0.00
H 0.8579 -3.3328 2.3297 0.00
H 1.7114 4.4872 5.3723 0.00
H -4.4688 4.8387 -1.7482 0.00
N 0.5663 -0.9630 0.4029 0.00
H -1.4394 1.9613 -3.3619 0.00
C 1.8761 3.8578 4.4978 0.03
H 2.4229 -5.9754 -4.0872 0.00
H 2.6388 -2.7685 -0.6844 0.00
H 1.4677 0.6741 -5.3315 0.00
H -2.7666 -5.6769 -4.7269 0.00
N -2.6795 3.1001 -0.4225 0.00
H 1.8045 -4.0567 1.1278 0.00
O -1.0448 -3.4150 0.5592 0.00
H -0.0731 -5.1325 0.1075 0.00
H 2.0884 2.4276 -0.1958 0.01
C 2.7154 5.7852 0.8293 0.00
C -1.0631 -2.9985 6.1955 0.00
H -5.0162 -4.2304 2.7109 0.00
C 2.4323 5.9303 3.2645 0.02
H 3.1034 1.8723 -4.6412 0.00
C -2.0434 1.8604 4.8943 0.00
H -0.3633 1.0098 5.1705 0.00
H -0.2490 -3.1139 5.4800 0.00
C 4.2974 3.9717 0.1687 0.06
H 4.3476 4.1300 -0.9086 0.00
N 2.7259 3.6859 2.1529 0.75
C 1.5307 -3.8629 -6.2461 0.00
H -4.0319 3.0181 -3.0080 0.00
H -1.5559 0.7285 -0.4089 0.00
C -0.7543 -5.2857 -3.6276 0.00
H -0.9238 -1.6307 2.1300 0.00
C -0.2293 -2.9594 -2.9131 0.00
H -3.9718 -4.5161 0.7355 0.00
H -3.2527 0.6082 -0.4795 0.00
O -3.6099 -3.1572 6.0372 0.00
H -2.3127 3.1935 3.0121 0.00
H 0.5829 -5.4166 -1.8853 0.00
H 2.2347 2.8921 4.8541 0.00
H -0.1474 -1.6228 0.1284 0.00
H 2.2229 2.6399 -3.4022 0.00
O 1.4321 -5.2535 2.6555 0.00
C 2.5424 0.3994 -3.0802 0.00
H 1.8714 -4.6990 -6.8568 0.00
C -2.0546 2.1750 3.3022 0.00
H -4.5364 5.2862 -0.0718 0.00

23
Properties=species:S:1:pos:R:3:lowdin_charge:R:1 method="wB97M-V/def2-TZVPD" smiles="C/C=C/CNC.O.O" e_homo_ev=-8.76 multiplicity=1 e_above_lowest_kcal_mol=63.9 homo_lumo_gap_ev=9.53
H -0.3804 -0.0564 -2.3713 0.10
H 0.0400 -0.3481 2.7113 0.00
C -1.4959 1.9321 -1.4409 -0.16
H -3.5477 -0.4425 1.1412 0.03
N -0.7767 0.9512 -0.6470 -0.15
C 0.2168 0.2316 -1.4937 -0.27
H 0.8333 1.0105 -2.1147 0.14
H -1.9091 1.4286 -2.2916 0.07
O -2.7769 -1.0004 1.1855 -0.09
H -1.3538 0.0564 2.1072 0.04
O -0.5337 0.3966 2.6270 -0.10
H -2.4729 2.1529 -0.9492 0.08
H 2.1009 -1.9882 1.6945 0.07
H -2.2982 -0.9030 0.2894 0.08
H -0.3364 1.4072 0.2705 0.15
H 2.1622 0.3927 0.4501 0.12
H 0.8801 -1.7609 -1.3629 0.09
H 3.3934 -2.3071 0.3831 0.07
C 2.7243 -1.5638 0.8921 -0.11
H -1.0025 2.8646 -1.5294 0.06
C 1.8904 -0.5950 0.0329 -0.17
H 3.6287 -1.0033 1.2961 0.08
C 1.0142 -0.8556 -0.8802 -0.13

26
Properties=species:S:1:pos:R:3:lowdin_charge:R:1 method="wB97M-V/def2-TZVPD" e_homo_ev="-8.10 / -8.15" multiplicity=1 e_above_lowest_kcal_mol=63.7 homo_lumo_gap_ev="7.92 / 8.35"
H -0.1259 -0.8136 -1.9358 0.12
H 2.3343 -0.0872 -1.4894 0.11
O 1.5538 0.7458 1.7811 0.01
O -3.4834 0.9109 -0.6562 0.08
H 1.2400 -2.4555 0.2792 0.13
H -2.7292 -1.6366 0.8445 0.12
O -0.9218 1.7398 0.5573 0.07
O -3.2612 -1.0839 0.2434 0.11
C -0.2646 -1.0572 -0.9275 -0.03
H 3.2460 0.1710 0.1147 0.11
C -1.5011 0.5428 0.6859 -0.15
H 2.6514 1.5478 -0.8072 0.09
O 1.2518 -1.7164 0.9153 0.06
C 2.4073 0.5147 -0.5488 0.01
C 1.2282 0.5559 0.3892 -0.42
O 0.1992 1.8310 -1.4586 0.03
N -0.8245 -0.6199 1.2739 0.11
H 2.1059 -0.0725 1.9453 0.13
H -0.5371 2.3665 -1.8243 0.14
H -0.6858 -0.3692 2.2215 0.12
H -1.6033 -2.4756 -1.5394 0.09
O -0.9665 -2.2314 -0.9060 0.03
C 0.3799 1.7538 -0.0613 -0.28
C -2.8268 0.1393 0.0203 -0.49
H 0.7772 2.5846 0.4445 0.15
C 0.3563 -0.7847 0.4384 -0.47

Number 1: largest force on an atom 0.0079 hartree/bohr. Number 2: largest force on an atom 0.0318 hartree/bohr. Number 3: largest force on an atom 0.0189 hartree/bohr. Number 4: largest force on an atom 0.1164 hartree/bohr. Number 5: largest force on an atom 0.0808 hartree/bohr. Number 6: largest force on an atom 0.0690 hartree/bohr.